The following is a quantum chemistry calculation of 7 unconnected molecules or ions with the total composition C30H67ClN2O7PS2, from the OMol25 dataset.

The geometry in XYZ format:
```
110
C30H67ClN2O7PS2 (wB97M-V/def2-TZVPD)
C -6.226 0.359 -7.169
C -4.917 0.015 -6.442
C -5.193 -0.732 -5.126
C -4.331 -0.204 -3.972
C -4.421 -1.067 -2.703
C -3.232 -1.982 -2.497
C -2.612 -2.519 -3.616
N -1.551 -3.331 -3.524
C -1.034 -3.650 -2.334
C -1.566 -3.145 -1.167
P -0.615 -3.734 0.315
O -1.481 -3.359 1.634
Cl 0.896 -2.330 0.356
C -2.700 -2.304 -1.229
C -3.284 -1.756 0.024
C -2.358 -0.685 0.652
C -2.867 0.757 0.491
S -1.533 1.875 0.011
C -0.818 2.291 1.614
S -1.774 2.653 2.869
N 0.577 2.292 1.558
C 1.221 2.108 2.871
C 2.477 1.204 2.707
C 1.030 3.535 0.842
C 2.044 3.193 -0.258
H -6.615 1.309 -6.815
H -6.041 0.490 -8.231
H -6.959 -0.429 -7.048
H -4.347 0.922 -6.266
H -4.338 -0.618 -7.109
H -6.229 -0.574 -4.845
H -4.986 -1.793 -5.261
H -4.683 0.795 -3.732
H -3.306 -0.078 -4.310
H -5.316 -1.687 -2.722
H -4.511 -0.414 -1.849
H -2.961 -2.281 -4.606
H -1.139 -3.703 -4.367
H -0.172 -4.300 -2.330
H -0.953 -2.781 2.206
H -4.242 -1.298 -0.178
H -3.491 -2.541 0.741
H -2.338 -0.878 1.720
H -1.336 -0.765 0.295
H -3.628 0.857 -0.277
H -3.300 1.099 1.425
H 1.572 3.056 3.264
H 0.559 1.627 3.572
H 2.345 0.297 3.291
H 3.384 1.685 3.054
H 2.575 0.885 1.676
H 1.447 4.262 1.529
H 0.156 3.962 0.365
H 3.062 3.340 0.092
H 1.919 3.823 -1.133
H 1.916 2.158 -0.553
C 1.121 -1.015 -4.207
C 0.630 0.382 -4.531
O -0.796 0.415 -4.616
H 0.793 -1.719 -4.976
H 2.208 -1.053 -4.139
H 0.704 -1.347 -3.249
H 1.017 0.710 -5.493
H 0.958 1.095 -3.770
H -1.133 0.162 -3.750
C 1.347 8.246 2.457
C 2.250 7.646 1.398
O 1.494 6.942 0.414
H 0.760 7.468 2.949
H 1.925 8.779 3.214
H 0.645 8.942 1.998
H 2.942 6.929 1.839
H 2.835 8.429 0.907
H 0.889 7.575 0.010
C 4.576 -2.889 2.310
C 5.456 -1.654 2.248
O 5.345 -0.989 0.991
H 4.841 -3.584 1.512
H 4.678 -3.399 3.268
H 3.525 -2.621 2.172
H 6.503 -1.925 2.364
H 5.193 -0.956 3.049
H 4.427 -0.725 0.881
C 2.307 -7.391 1.738
C 1.496 -7.135 2.993
O 1.202 -5.744 3.148
H 3.238 -6.824 1.767
H 2.544 -8.450 1.635
H 1.755 -7.069 0.850
H 2.055 -7.440 3.875
H 0.560 -7.703 2.971
H 0.698 -5.467 2.379
C -2.668 11.304 0.584
C -1.537 10.409 1.054
O -0.566 10.202 0.025
H -3.159 10.869 -0.287
H -3.409 11.445 1.371
H -2.288 12.285 0.290
H -1.919 9.428 1.332
H -1.043 10.844 1.929
H -0.214 11.064 -0.218
C 5.361 -8.330 5.511
C 4.132 -9.130 5.903
O 3.559 -9.802 4.782
H 5.108 -7.597 4.744
H 5.779 -7.807 6.372
H 6.132 -8.984 5.098
H 3.359 -8.473 6.298
H 4.383 -9.863 6.675
H 4.223 -10.399 4.427
```

Summary:
orbital gap	6.5	eV
energy	-3417.0965	a.u.
LUMO level	-4.076	eV
E_HOMO	-10.527	eV
total charge	+1

Results of the Mulliken charge analysis, in e, for atoms 1 through 99: number 1, C, carries -1.398; number 2, C, carries -0.476; number 3, C, carries -0.593; number 4, C, carries -1.391; number 5, C, carries -0.145; number 6, C, carries 0.242; number 7, C, carries -0.583; number 8, N, carries 0.257; number 9, C, carries -0.988; number 10, C, carries 1.225; number 11, P, carries 0.011; number 12, O, carries -0.402; number 13, Cl, carries -0.130; number 14, C, carries 0.232; number 15, C, carries -1.502; number 16, C, carries -0.198; number 17, C, carries -0.859; number 18, S, carries -0.111; number 19, C, carries -0.151; number 20, S, carries -0.248; number 21, N, carries 0.508; number 22, C, carries -0.678; number 23, C, carries -0.906; number 24, C, carries -0.555; number 25, C, carries -1.240; number 26, H, carries 0.334; number 27, H, carries 0.398; number 28, H, carries 0.370; number 29, H, carries 0.362; number 30, H, carries 0.335; number 31, H, carries 0.464; number 32, H, carries 0.389; number 33, H, carries 0.576; number 34, H, carries 0.157; number 35, H, carries 0.413; number 36, H, carries -0.106; number 37, H, carries 0.358; number 38, H, carries 0.369; number 39, H, carries 0.477; number 40, H, carries 0.305; number 41, H, carries 0.882; number 42, H, carries 0.447; number 43, H, carries 0.368; number 44, H, carries 0.178; number 45, H, carries 0.200; number 46, H, carries 0.586; number 47, H, carries 0.298; number 48, H, carries 0.547; number 49, H, carries 0.387; number 50, H, carries 0.315; number 51, H, carries 0.062; number 52, H, carries 0.246; number 53, H, carries 0.413; number 54, H, carries 0.332; number 55, H, carries 0.366; number 56, H, carries 0.293; number 57, C, carries -0.632; number 58, C, carries -0.241; number 59, O, carries -0.426; number 60, H, carries 0.195; number 61, H, carries 0.427; number 62, H, carries -0.023; number 63, H, carries 0.300; number 64, H, carries 0.242; number 65, H, carries 0.094; number 66, C, carries -0.516; number 67, C, carries -0.332; number 68, O, carries -0.448; number 69, H, carries 0.246; number 70, H, carries 0.365; number 71, H, carries -0.115; number 72, H, carries 0.307; number 73, H, carries 0.298; number 74, H, carries 0.264; number 75, C, carries -0.758; number 76, C, carries -0.292; number 77, O, carries -0.510; number 78, H, carries 0.282; number 79, H, carries 0.337; number 80, H, carries 0.146; number 81, H, carries 0.329; number 82, H, carries 0.218; number 83, H, carries 0.261; number 84, C, carries -1.014; number 85, C, carries 0.071; number 86, O, carries -0.512; number 87, H, carries 0.197; number 88, H, carries 0.334; number 89, H, carries 0.378; number 90, H, carries 0.003; number 91, H, carries 0.261; number 92, H, carries 0.234; number 93, C, carries -1.169; number 94, C, carries -0.169; number 95, O, carries -0.510; number 96, H, carries 0.293; number 97, H, carries 0.344; number 98, H, carries 0.345; number 99, H, carries 0.281

=====

The following is a quantum chemistry calculation of 7 unconnected molecules or ions with the total composition C30H68Br6O12, from the OMol25 dataset.

The geometry in XYZ format:
```
116
C30H68Br6O12 (wB97M-V/def2-TZVPD)
C 2.690 -0.017 1.603
O 2.577 1.182 0.840
C 3.693 2.133 0.856
C 3.055 3.424 0.466
O 2.700 4.094 1.671
C 2.182 5.375 1.470
C 1.609 5.880 2.832
O 1.231 7.292 2.583
C 0.707 7.983 3.705
H 1.845 -0.671 1.289
H 2.625 0.197 2.665
H 3.535 -0.632 1.342
H 4.502 1.708 0.231
H 4.065 2.285 1.868
H 2.157 3.334 -0.163
H 3.853 4.068 0.129
H 1.312 5.331 0.770
H 3.012 5.986 1.020
H 2.368 5.828 3.642
H 0.770 5.232 3.008
H -0.084 7.475 4.296
H 0.272 8.964 3.392
H 1.476 8.229 4.470
C -5.289 2.185 -3.864
O -4.666 1.595 -2.808
C -4.590 2.378 -1.644
C -4.292 1.541 -0.389
O -4.012 2.486 0.625
C -2.686 2.758 0.944
C -2.451 3.995 1.846
O -2.654 5.162 1.039
C -2.372 6.289 1.776
H -6.290 2.424 -3.579
H -5.152 1.449 -4.643
H -4.785 3.151 -4.062
H -5.453 2.996 -1.512
H -3.744 3.110 -1.842
H -3.468 0.862 -0.578
H -5.182 0.937 -0.076
H -2.068 2.775 0.051
H -2.319 1.842 1.447
H -1.406 4.018 2.198
H -3.155 3.968 2.735
H -1.445 6.349 2.407
H -3.214 6.616 2.324
H -2.319 7.088 0.979
C 0.213 -3.171 -2.843
O -0.689 -2.425 -2.139
C -2.054 -2.749 -2.211
C -2.718 -1.670 -3.117
O -2.209 -1.722 -4.463
C -2.684 -0.613 -5.228
C -2.283 -0.547 -6.673
O -2.937 -1.485 -7.497
C -2.536 -2.817 -7.409
H -0.134 -4.228 -2.809
H 1.179 -3.197 -2.403
H 0.302 -2.913 -3.959
H -2.553 -2.672 -1.287
H -2.294 -3.713 -2.704
H -2.587 -0.649 -2.719
H -3.853 -1.751 -3.190
H -2.510 0.316 -4.705
H -3.795 -0.691 -5.269
H -1.183 -0.813 -6.776
H -2.421 0.498 -7.026
H -1.524 -3.050 -7.741
H -3.239 -3.377 -7.982
H -2.615 -3.234 -6.400
C 4.959 -1.796 4.486
O 3.763 -2.444 4.710
C 3.311 -3.506 3.874
C 1.961 -4.027 4.459
O 0.995 -3.062 4.056
C 0.804 -2.200 5.243
C -0.259 -1.185 4.863
O -1.570 -1.775 4.872
C -2.480 -0.726 4.807
H 4.909 -1.417 3.503
H 5.797 -2.527 4.468
H 5.071 -0.980 5.234
H 4.023 -4.329 3.863
H 3.311 -3.196 2.826
H 2.000 -4.234 5.539
H 1.816 -5.033 3.928
H 1.770 -1.698 5.445
H 0.349 -2.858 5.975
H 0.059 -0.794 3.880
H -0.249 -0.381 5.629
H -2.064 0.009 4.132
H -2.516 -0.340 5.833
H -3.391 -1.220 4.560
Br 1.936 0.412 -2.672
C 1.851 -0.352 -4.406
C 2.901 -1.420 -4.709
Br 2.326 -2.373 -6.376
H 1.972 0.417 -5.160
H 0.931 -0.788 -4.408
H 2.925 -2.222 -3.932
H 3.888 -1.079 -4.903
Br 2.678 -6.514 -2.014
C 3.552 -4.874 -1.321
C 5.086 -5.129 -1.447
Br 6.114 -3.553 -0.812
H 3.164 -4.809 -0.322
H 3.342 -4.029 -2.018
H 5.366 -5.355 -2.497
H 5.330 -5.978 -0.859
Br -1.623 -1.042 1.350
C -0.686 -2.784 1.262
C -1.746 -3.880 1.570
Br -0.925 -5.548 0.985
H 0.021 -2.734 2.034
H -0.190 -2.907 0.264
H -2.577 -3.760 0.856
H -2.023 -3.966 2.536
```

Summary:
orbital gap	9.7	eV
energy	-17530.4688	a.u.
SMILES string	COCCOCCOC.COCCOCCOC.COCCOCCOC.COCCOCCOC.BrCCBr.BrCCBr.BrCCBr
LUMO level	0.287	eV
E_HOMO	-9.442	eV
total charge	0

Results of the Mulliken charge analysis, in e, for atoms 1 through 99: number 1, C, carries -0.733; number 2, O, carries -0.050; number 3, C, carries -0.710; number 4, C, carries -0.566; number 5, O, carries -0.261; number 6, C, carries -0.467; number 7, C, carries -0.197; number 8, O, carries -0.301; number 9, C, carries -0.796; number 10, H, carries 0.050; number 11, H, carries 0.295; number 12, H, carries 0.357; number 13, H, carries 0.360; number 14, H, carries 0.352; number 15, H, carries 0.334; number 16, H, carries 0.419; number 17, H, carries 0.203; number 18, H, carries 0.306; number 19, H, carries 0.337; number 20, H, carries 0.128; number 21, H, carries 0.305; number 22, H, carries 0.262; number 23, H, carries 0.296; number 24, C, carries -0.811; number 25, O, carries -0.172; number 26, C, carries -0.547; number 27, C, carries 0.117; number 28, O, carries -0.396; number 29, C, carries -0.041; number 30, C, carries -0.234; number 31, O, carries -0.293; number 32, C, carries -0.582; number 33, H, carries 0.344; number 34, H, carries 0.139; number 35, H, carries 0.367; number 36, H, carries 0.417; number 37, H, carries 0.201; number 38, H, carries -0.116; number 39, H, carries 0.268; number 40, H, carries 0.378; number 41, H, carries -0.228; number 42, H, carries 0.124; number 43, H, carries 0.292; number 44, H, carries 0.093; number 45, H, carries 0.387; number 46, H, carries 0.245; number 47, C, carries -0.259; number 48, O, carries 0.147; number 49, C, carries -0.592; number 50, C, carries -0.522; number 51, O, carries -0.140; number 52, C, carries -0.476; number 53, C, carries -0.560; number 54, O, carries -0.420; number 55, C, carries -0.567; number 56, H, carries 0.489; number 57, H, carries -0.214; number 58, H, carries -0.118; number 59, H, carries 0.184; number 60, H, carries 0.376; number 61, H, carries 0.224; number 62, H, carries 0.318; number 63, H, carries 0.586; number 64, H, carries 0.260; number 65, H, carries 0.220; number 66, H, carries 0.348; number 67, H, carries 0.253; number 68, H, carries 0.310; number 69, H, carries 0.164; number 70, C, carries -0.714; number 71, O, carries -0.256; number 72, C, carries -0.458; number 73, C, carries -0.670; number 74, O, carries -0.082; number 75, C, carries -0.758; number 76, C, carries -0.301; number 77, O, carries -0.332; number 78, C, carries -0.837; number 79, H, carries 0.271; number 80, H, carries 0.276; number 81, H, carries 0.222; number 82, H, carries 0.462; number 83, H, carries 0.195; number 84, H, carries 0.376; number 85, H, carries 0.349; number 86, H, carries 0.309; number 87, H, carries 0.384; number 88, H, carries 0.103; number 89, H, carries 0.527; number 90, H, carries 0.328; number 91, H, carries 0.360; number 92, H, carries 0.226; number 93, Br, carries -0.156; number 94, C, carries 0.198; number 95, C, carries -0.025; number 96, Br, carries -0.176; number 97, H, carries 0.405; number 98, H, carries -0.450; number 99, H, carries -0.280

=====

The lowest total charge belongs to which entry?
C30H68Br6O12

=====

orbital gap of number 1 (C30H67ClN2O7PS2)?
6.5 eV

=====

The highest LUMO level belongs to which entry?
C30H68Br6O12